Record 1
Below is a structure of composition C11H20ClGdIN2O2PSe at a distorted geometry, with properties calculated with ωB97M-V/def2-TZVPD.

Last column: Mulliken spin population.
Geometry (Å):
C -3.8218 2.7605 -5.4110  -0.003
C -3.8119 1.5588 -4.5280  -0.007
H -4.6215 2.6493 -6.1543  0.000
H -2.8630 2.8484 -5.9202  0.000
H -4.0015 3.6499 -4.8107  0.000
O -4.4725 0.5606 -4.5734  -0.005
I -2.2378 1.6399 -2.7400  0.059
Gd -0.3801 1.3211 -0.1328  6.489
P 1.1081 -0.7686 -1.4977  0.131
C 1.4035 -2.5652 -1.4403  0.003
C 0.5847 -0.5799 -3.2350  -0.001
H 2.8863 0.9141 -1.6098  0.002
H 3.3636 -0.6847 -2.2862  0.001
H 3.2941 -0.4399 -0.5004  0.000
C 2.8385 -0.1749 -1.4663  -0.002
H 0.3412 0.4675 -3.4659  0.000
H 1.4083 -0.9238 -3.8702  0.000
H 2.1622 -2.8347 -2.1885  0.002
H 0.4752 -3.1051 -1.6715  0.000
H -0.3068 -1.1982 -3.4094  0.000
H 1.7733 -2.8513 -0.4463  0.000
C -0.6285 -1.2806 0.3868  0.025
O -0.6702 -2.4033 0.6710  0.005
Cl 0.7137 3.3925 -0.9103  0.101
C 2.5746 -1.1664 4.2621  0.000
N 1.2322 -0.6092 4.2564  0.001
C 0.2005 -0.9593 5.1292  0.002
C -0.9056 -0.2769 4.7390  0.001
N -0.5537 0.4581 3.5982  0.001
C -1.4905 1.1514 2.6978  0.010
C 0.7784 0.2796 3.3202  0.008
Se 1.7303 1.0082 1.9044  0.173
H 2.6926 -1.7832 5.1629  0.000
H 3.3126 -0.3502 4.2557  -0.002
H 2.7618 -1.7896 3.3725  0.000
H 0.3217 -1.6896 5.9109  0.000
H -1.9003 -0.2691 5.1503  0.000
H -1.8401 0.5193 1.8476  0.003
H -2.3965 1.4191 3.2751  0.001
H -1.0553 2.1057 2.3284  0.001

Its total charge is +2. The LUMO energy (spin up / spin down) comes out at -6.9 / -9.5 eV. Its spin multiplicity is 8. The expectation value of S² is 16.077.

Record 2
Below is a cluster of 2 separate species, C6H10O in total at a distorted geometry, with properties calculated with ωB97M-V/def2-TZVPD.

Last column: Löwdin charge in e.
Geometry (Å):
C -1.9425 -0.3720 -0.3291  -0.085
C -1.3516 1.0050 -0.3139  -0.123
C -0.3075 1.4313 0.4307  -0.152
C 0.7463 0.6108 -0.1133  -0.157
C 0.9867 -0.7146 -0.1051  -0.150
C 2.3066 -1.1271 -0.5507  -0.296
O 3.1016 -0.4057 -1.1238  0.005
H -3.0213 -0.1840 -0.3038  0.084
H -1.6964 -0.9417 0.5725  0.073
H -1.7239 -0.9824 -1.2120  0.091
H -1.8147 1.7312 -0.9665  0.113
H -0.1396 2.4850 0.6536  0.112
H 1.4186 1.2190 -0.7162  0.137
H 0.3018 -1.4755 0.2522  0.081
H 2.5874 -2.1586 -0.2544  0.115
H 0.0515 0.2435 2.0602  0.069
H 0.4970 -0.3641 2.0197  0.082

The structure (SMILES) is C/C=C\C=C\C=O.[H][H]. The LUMO energy comes out at 0.5 eV. The relative energy (zero: lowest compared OMol25 entry of this formula, charge and spin) is 97.36 kcal per mole.

Record 3
Below is a structure of composition C41H37Cl5P2Sn at a distorted geometry, with properties calculated with ωB97M-V/def2-TZVPD.

Last column: Löwdin charge in e.
Geometry (Å):
Sn -2.2033 -1.3111 -0.4746  1.192
C -1.8358 -1.4608 -2.6211  -0.441
C -0.7700 -0.4087 -2.7711  -0.389
C -1.1866 1.0726 -2.9693  -0.190
C -2.5436 1.5023 -2.3464  -0.186
C -3.0549 0.7087 -1.1610  -0.317
C -4.1138 -0.2544 -1.1817  -0.281
C -4.3118 -1.3390 -2.2206  -0.260
C -3.2069 -1.3500 -3.3203  -0.191
C 0.3505 0.9132 2.9578  -0.207
H -1.3673 -2.4207 -2.7576  0.060
H -0.1285 -0.6357 -3.6418  0.092
H -1.2406 1.2812 -4.0582  0.116
H -0.3919 1.7441 -2.5912  0.088
H -2.3847 2.5274 -1.9530  0.106
H -3.3055 1.6213 -3.1497  0.117
H -2.8029 1.2497 -0.2560  0.043
H -4.8552 -0.2208 -0.3907  0.090
H -5.3198 -1.3065 -2.6233  0.109
H -4.2344 -2.3455 -1.7700  0.090
H -3.3658 -2.2621 -3.9067  0.108
H -3.3282 -0.5324 -4.0332  0.105
H 0.2748 -0.0903 2.4657  0.012
H -0.1353 0.9406 3.9404  0.067
H 1.4245 1.0908 3.0824  0.027
P 0.8092 -0.7761 -1.4945  1.160
P -0.3037 2.2134 1.8981  0.974
C 0.9147 0.7594 -0.3401  -0.336
C 0.0381 1.6975 0.1981  -0.350
C 2.5192 -0.6590 -2.1719  -0.361
C 2.9111 0.2388 -3.1859  -0.071
C 4.2746 0.3555 -3.5081  -0.083
C 5.2431 -0.4088 -2.8563  -0.072
C 4.8567 -1.2953 -1.8411  -0.065
C 3.5094 -1.4300 -1.5176  -0.127
C 0.8148 -2.9014 -1.6018  -0.208
C -0.0709 -3.7714 -0.9336  -0.167
C 0.1915 -5.1657 -0.8268  -0.072
C 1.1153 -5.7798 -1.6825  -0.083
C 1.8416 -4.9510 -2.5476  -0.077
C 1.7194 -3.5536 -2.4459  -0.120
C 0.1820 3.8158 2.5860  -0.291
C 1.5490 4.1391 2.5074  -0.080
C 2.0263 5.2990 3.1050  -0.077
C 1.1585 6.1523 3.7932  -0.072
C -0.1982 5.8145 3.9041  -0.076
C -0.6775 4.6433 3.3314  -0.079
C -2.1176 2.1732 2.0785  -0.322
C -2.7447 1.0981 2.7283  -0.081
C -4.1344 1.0196 2.7415  -0.071
C -4.9149 2.0064 2.1148  -0.077
C -4.2839 3.0963 1.5104  -0.083
C -2.8962 3.2085 1.5245  -0.117
H 1.9363 1.1816 -0.4715  0.037
H -0.4220 2.4218 -0.5140  0.056
H 2.1814 0.8305 -3.7453  0.106
H 4.5927 1.0265 -4.3012  0.100
H 6.2919 -0.3471 -3.1396  0.105
H 5.6031 -1.9056 -1.3506  0.099
H 3.2344 -2.2001 -0.7959  0.105
H -0.9956 -3.3927 -0.4023  -0.036
H -0.3188 -5.7983 -0.0830  0.110
H 1.2350 -6.8675 -1.7166  0.106
H 2.4872 -5.3971 -3.3080  0.105
H 2.3792 -2.9965 -3.1015  0.097
H 2.1933 3.4786 1.9286  0.102
H 3.0769 5.5655 2.9946  0.108
H 1.5283 7.0679 4.2444  0.104
H -0.8891 6.4870 4.4057  0.105
H -1.7392 4.3972 3.4065  0.099
H -2.1397 0.3236 3.2100  0.102
H -4.6145 0.1692 3.2191  0.108
H -5.9936 1.9048 2.0918  0.102
H -4.8746 3.8605 1.0035  0.108
H -2.3930 4.0880 1.1194  0.114
Cl 3.4931 0.3305 1.5013  0.682
C 2.8515 -1.2314 1.8830  -0.724
C 1.5187 -1.5174 1.9449  -0.187
C 1.0219 -2.7329 2.2951  -0.702
Cl -0.7011 -3.0556 2.2664  0.585
C 1.9083 -3.7567 2.7236  -0.709
Cl 1.3165 -5.2802 3.2421  0.655
C 3.2999 -3.4896 2.6931  -0.728
Cl 4.4023 -4.6396 3.2894  0.676
C 3.7805 -2.2625 2.1994  -0.728
Cl 5.4530 -2.0145 1.9513  0.663

The LUMO energy (spin up / spin down) comes out at -0.8 / -1.1 eV. The relative energy (zero: lowest compared OMol25 entry of this formula, charge and spin) is 66.41 kcal per mole.

Record 4
Below is a structure of composition C2H2F3OP at a distorted geometry, with properties calculated with ωB97M-V/def2-TZVPD.

Last column: Löwdin charge in e.
Geometry (Å):
C -1.7608 0.6984 -0.1752  -0.326
C -2.9352 -0.2819 -0.1329  -0.643
O -1.7106 1.7063 -0.7715  0.125
F -3.0612 -0.7461 1.1136  0.093
F -4.0647 0.3544 -0.4460  0.154
F -2.8413 -1.3292 -1.0002  0.130
P -0.2984 -0.0322 1.5547  0.716
H 0.9726 0.5714 0.7461  -0.078
H -0.3225 -1.3764 1.0433  -0.172

The LUMO energy comes out at -0.2 eV. The relative energy (zero: lowest compared OMol25 entry of this formula, charge and spin) is 41.17 kcal per mole.

Record 5
Below is the molecule C16H15N3O4S at a distorted geometry, with properties calculated with ωB97M-V/def2-TZVPD.

Last column: Löwdin charge in e.
Geometry (Å):
C -0.6909 -3.1217 -1.0173  -0.044
C -1.5465 -1.9016 -0.8571  -0.266
C -2.9127 -2.0120 -0.6265  -0.046
C -3.6981 -0.8807 -0.4939  -0.064
C -3.1344 0.3805 -0.5772  -0.022
C -1.7710 0.5032 -0.8063  -0.293
N -1.1063 1.7590 -0.8313  -0.228
C -1.6152 2.7746 -1.7307  -0.072
S -0.8626 2.3316 0.7364  0.682
O -2.0954 2.4300 1.4669  -0.275
O -0.0347 3.4937 0.6452  -0.271
C 0.0566 0.9816 1.4172  -0.227
C -0.3874 0.0963 2.3538  -0.033
N 0.5670 -0.8516 2.5808  0.116
C 1.6483 -0.6015 1.7893  -0.194
C 2.8532 -1.2864 1.6515  0.006
C 3.7640 -0.7957 0.7466  0.001
C 3.4796 0.3557 -0.0053  -0.143
N 4.4680 0.8174 -0.9470  -0.367
O 5.5244 0.2216 -0.9933  0.075
O 4.1846 1.7683 -1.6419  0.086
C 2.2909 1.0540 0.1201  0.083
C 1.3626 0.5657 1.0299  -0.147
C -0.9886 -0.6350 -0.9518  0.017
H 0.3404 -2.9101 -0.7439  0.072
H -1.0629 -3.9399 -0.4046  0.077
H -0.7034 -3.4502 -2.0566  0.086
H -3.3630 -2.9912 -0.5504  0.111
H -4.7578 -0.9813 -0.3121  0.105
H -3.7402 1.2616 -0.4395  0.113
H -1.5234 2.4144 -2.7550  0.101
H -2.6568 3.0430 -1.5292  0.089
H -0.9901 3.6543 -1.5921  0.084
H -1.3287 0.0947 2.8661  0.138
H 0.4870 -1.6126 3.2356  0.167
H 3.0648 -2.1705 2.2321  0.114
H 4.7144 -1.2827 0.5925  0.117
H 2.0965 1.9426 -0.4593  0.129
H 0.0677 -0.5189 -1.1420  0.124

The structure (SMILES) is Cc1cccc(N(C)S(=O)(=O)c2c[nH]c3ccc([N+](=O)[O-])cc23)c1. The LUMO energy comes out at -0.4 eV. The relative energy (zero: lowest compared OMol25 entry of this formula, charge and spin) is 82.36 kcal per mole.

Record 6
Below is a cluster of 2 separate species, F2H4SSi2 in total at a distorted geometry, with properties calculated with ωB97M-V/def2-TZVPD.

Last column: Löwdin charge in e.
Geometry (Å):
F -0.9118 -0.2867 0.5989  -0.290
Si 0.1023 0.0611 1.8276  0.446
F -0.9956 0.2737 3.0379  -0.226
H 0.9684 1.2982 1.9349  -0.024
H 0.9736 -1.0987 1.7116  -0.040
Si -0.1825 0.0009 -2.3772  0.290
S 1.5192 0.1332 -1.3271  0.059
H -0.0889 -0.9008 -3.6142  -0.095
H -1.3846 0.5192 -1.7923  -0.121

The structure (SMILES) is F[SiH2]F.[SiH2]=S. The LUMO energy comes out at -1.1 eV. The relative energy (zero: lowest compared OMol25 entry of this formula, charge and spin) is 48.97 kcal per mole.

> What is the formula in the fifth record?

C16H15N3O4S